(1)
This record from OMol25 describes a molecular structure, C12H21F5NbO2. The level of theory is ωB97M-V with the def2-TZVPD basis set.

XYZ file:
```
41
Properties=species:S:1:pos:R:3
F -1.1775 0.8367 -4.5130
C -1.7756 -0.0232 -3.6652
F -1.2179 -1.2158 -3.8905
F -3.0484 -0.1222 -4.0533
C -1.6328 0.4126 -2.2470
C -2.7302 0.6210 -1.4307
C -2.5541 1.0433 -0.1171
C -1.2769 1.2514 0.3799
C -0.1681 1.0238 -0.4335
C 1.2273 1.2526 0.0777
F 1.1934 1.0987 1.4521
F 2.0036 0.1934 -0.3906
Nb 1.9847 3.3697 -0.6492
C -0.3444 0.6051 -1.7531
H -3.7254 0.4636 -1.8157
H -3.4011 1.2172 0.5273
H -1.0935 1.5940 1.3844
H 1.4773 3.0520 -2.3974
H 3.6830 2.7404 -0.9838
H 2.2715 3.7709 1.1238
H 0.2633 4.0028 -0.4489
H 2.5148 5.0822 -1.0183
H 0.5041 0.4331 -2.3910
C 4.5279 -1.5144 2.6480
C 5.2618 -0.5356 1.7467
O 4.7658 -0.5628 0.4191
H 4.6117 -2.5283 2.2533
H 4.9327 -1.4972 3.6627
H 3.4657 -1.2655 2.6961
H 6.3199 -0.7934 1.6880
H 5.1821 0.4811 2.1482
H 3.8349 -0.3070 0.4467
C -4.2291 -2.7628 1.9410
C -4.2311 -2.5857 0.4327
O -2.9526 -2.2120 -0.0587
H -3.9049 -1.8427 2.4281
H -5.2231 -3.0250 2.3091
H -3.5338 -3.5526 2.2351
H -4.9131 -1.7855 0.1458
H -4.5642 -3.5070 -0.0600
H -2.3280 -2.9067 0.1711
```

- Calculated total energy: -32011.658 eV
- Kohn-Sham gap: 7.33 eV
- LUMO: 0.0772 hartree
- Net charge: -1
- Spin multiplicity: 1

(2)
This record from OMol25 describes a single C4H8O2 molecule in a non-equilibrium geometry. The level of theory is ωB97M-V with the def2-TZVPD basis set.

XYZ file:
```
14
Properties=species:S:1:pos:R:3
C -1.6303 -0.2550 -0.4640
C -0.2292 0.3062 -0.2352
O -0.2280 1.3028 0.7736
C 0.6559 -0.8683 0.2674
C 2.3918 0.2849 -0.0345
O 1.9435 -0.5468 0.8871
H -2.3222 0.5318 -0.7863
H -1.6243 -1.0299 -1.2386
H -2.0116 -0.6836 0.4687
H 0.1575 0.7252 -1.1785
H -0.7755 2.0404 0.4716
H 0.8175 -1.5773 -0.5468
H 0.1556 -1.2800 1.1331
H 2.6599 1.1928 0.5403
```

- Calculated total energy: -8368.229 eV
- Kohn-Sham gap: 8.77 eV
- Relative energy (zero: lowest compared OMol25 entry of this formula, charge and spin): 5.053 eV
- LUMO: 0.0216 hartree
- Spin multiplicity: 1

(3)
This record from OMol25 describes a molecular structure, C34H32CoN2O4S in a non-equilibrium geometry. The level of theory is ωB97M-V with the def2-TZVPD basis set.

XYZ file:
```
74
Properties=species:S:1:pos:R:3
Co 0.2061 0.1463 -1.2560
C 0.3797 3.1801 -2.2373
O 0.1441 2.2190 -1.2111
C 0.0728 2.6944 0.0815
C 0.0560 4.0299 0.4284
C -0.0225 4.3867 1.7701
C -0.0842 3.4097 2.7508
C -0.0724 2.0709 2.4031
C 0.0083 1.6973 1.0621
N 0.0602 0.3775 0.6076
N -0.1926 -0.5194 1.4773
C -0.2232 -1.8199 1.2062
C -0.0595 -2.3577 -0.1168
O 0.2518 -1.6373 -1.1176
C -0.2747 -3.7474 -0.3213
C -0.6041 -4.5675 0.7071
C -0.7307 -4.0847 2.0432
C -1.0413 -4.9487 3.1102
C -1.1077 -4.4841 4.3980
C -0.8610 -3.1301 4.6607
C -0.5743 -2.2631 3.6341
C -0.5131 -2.7155 2.3059
H -0.5107 3.7950 -2.3886
H 0.6173 2.6239 -3.1375
H 1.2268 3.8145 -1.9760
H 0.0897 4.8095 -0.3189
H -0.0301 5.4347 2.0362
H -0.1422 3.6956 3.7927
H -0.1150 1.2937 3.1510
H -0.1592 -4.1298 -1.3276
H -0.7679 -5.6220 0.5193
H -1.2236 -5.9939 2.8885
H -1.3418 -5.1592 5.2105
H -0.8925 -2.7707 5.6810
H -0.3792 -1.2195 3.8357
C -3.7551 0.3876 1.6384
C -3.9757 1.2656 0.4013
C -3.5535 2.7006 0.7310
C -3.2758 0.7128 -0.8319
C -3.1020 -0.6608 -1.0142
C -2.4727 -1.1702 -2.1378
C -1.9643 -0.3322 -3.1299
C -1.3409 -0.8909 -4.3797
C -2.1649 1.0364 -2.9680
C -2.8135 1.5446 -1.8482
H -4.2290 0.8492 2.5052
H -2.6870 0.2772 1.8442
H -4.1884 -0.6048 1.5203
H -5.0507 1.2764 0.1855
H -2.4738 2.7593 0.8876
H -4.0453 3.0244 1.6492
H -3.8329 3.4073 -0.0503
H -3.4568 -1.3593 -0.2676
H -2.3632 -2.2431 -2.2432
H -2.1136 -1.0521 -5.1353
H -0.8544 -1.8443 -4.1776
H -0.5987 -0.2079 -4.7911
H -1.8280 1.7140 -3.7449
H -2.9500 2.6160 -1.7762
O 7.9987 -1.0535 -0.3159
C 7.1147 -0.0893 0.0235
O 7.3995 0.6986 0.8825
C 5.8233 -0.0619 -0.7221
C 5.0838 1.1186 -0.7096
C 3.8734 1.1958 -1.3697
C 3.3550 0.0905 -2.0530
S 1.8339 0.2019 -2.9256
C 4.0950 -1.0921 -2.0603
C 5.3097 -1.1659 -1.4011
H 7.6802 -1.5714 -1.0604
H 5.4850 1.9728 -0.1798
H 3.3077 2.1186 -1.3584
H 3.7075 -1.9604 -2.5759
H 5.8339 -2.1161 -1.3939
```

- Calculated total energy: -95410.432 eV
- <S²>: 0.870
- Kohn-Sham gap (alpha / beta): 6.51 / 6.54 eV
- LUMO (alpha / beta): -0.0417 / -0.0411 hartree
- Spin multiplicity: 2

(4)
This record from OMol25 describes a molecular structure, C24H35As3HgN3O4Se. The level of theory is ωB97M-V with the def2-TZVPD basis set.

XYZ file:
```
71
Properties=species:S:1:pos:R:3
Hg -0.2699 0.0206 0.3780
C -3.6524 0.2346 2.2407
As -1.7777 0.6870 2.3744
C -1.8860 2.4924 3.0457
C -1.3315 -0.4607 3.9016
C 0.0035 -0.3954 4.6828
C -0.2758 -1.1636 5.9862
C 1.1453 -1.1548 3.9844
As 1.8326 -0.6689 2.2030
C 2.9755 -2.2298 2.0155
C 3.2119 0.6426 2.5641
C 0.3738 1.0636 4.9904
As 1.4289 1.4719 6.6135
C 1.2884 3.4081 6.3583
C 3.2690 1.3242 5.9607
H -4.1725 0.6535 3.1030
H -3.7624 -0.8485 2.2163
H -4.0619 0.6448 1.3199
H -2.3881 2.4734 4.0135
H -2.4855 3.0643 2.3371
H -0.8972 2.9334 3.1108
H -1.4893 -1.4749 3.5192
H -2.1445 -0.2685 4.6105
H -0.7028 -2.1427 5.7603
H -0.9812 -0.6218 6.6199
H 0.6335 -1.3182 6.5697
H 0.8387 -2.1985 3.8574
H 2.0200 -1.1710 4.6431
H 3.6094 -2.3067 2.8996
H 3.5986 -2.1151 1.1300
H 2.3701 -3.1291 1.9101
H 3.8778 0.2757 3.3441
H 2.7688 1.5961 2.8309
H 3.7719 0.7768 1.6380
H -0.5458 1.6153 5.2035
H 0.8265 1.5505 4.1200
H 0.2946 3.7485 6.6468
H 1.4766 3.6763 5.3178
H 2.0217 3.9029 6.9942
H 3.5360 0.2832 5.7823
H 3.9230 1.7107 6.7426
H 3.4189 1.9006 5.0504
Se -4.2013 -2.6038 -0.4508
N -3.3091 -4.1483 -0.7280
C -2.0187 -3.8392 -0.7303
C -0.9466 -4.7386 -0.8920
C 0.3579 -4.2401 -0.8491
C 0.5892 -2.8967 -0.6454
N -0.4110 -2.0038 -0.4858
C -1.7005 -2.4290 -0.5070
N -2.6945 -1.6005 -0.3127
H -1.1490 -5.7891 -1.0425
H 1.2070 -4.8941 -0.9912
H 1.5961 -2.4954 -0.6410
O 0.7852 2.4788 1.6466
C 0.8873 2.7063 0.4364
O 0.5350 1.8861 -0.4830
C 1.4403 4.0167 -0.0542
C 1.5358 4.2789 -1.4138
C 2.0490 5.4907 -1.8895
C 2.4505 6.3990 -0.9434
O 2.9811 7.6420 -1.1456
C 3.2293 8.1844 0.1548
O 2.8275 7.2147 1.1222
C 2.3568 6.1402 0.4103
C 1.8579 4.9633 0.8943
H 1.2026 3.5215 -2.1070
H 2.1266 5.7037 -2.9454
H 2.6361 9.0915 0.2838
H 4.2974 8.3818 0.2624
H 1.7798 4.7507 1.9505
```

- Calculated total energy: -290151.426 eV
- <S²>: 0.786
- Kohn-Sham gap (alpha / beta): 6.31 / 8.05 eV
- LUMO (alpha / beta): 0.0184 / -0.0041 hartree
- Spin multiplicity: 2

(5)
This record from OMol25 describes 3 unconnected molecules or ions with the total composition C4H13NS in a non-equilibrium geometry. The level of theory is ωB97M-V with the def2-TZVPD basis set.

XYZ file:
```
19
Properties=species:S:1:pos:R:3
C -1.6620 0.3032 0.8098
C -1.6253 -0.4927 -0.4997
C -1.3159 0.3679 -1.7528
N -0.6839 -1.6127 -0.3348
H -2.0878 -0.3782 1.5523
H -0.6259 0.5535 1.0391
H -2.2397 1.2272 0.7449
H -2.6042 -0.9949 -0.6835
H -0.4773 1.0410 -1.5508
H -2.1833 0.9790 -2.0339
H -1.0433 -0.2770 -2.5933
H -0.5898 -2.1088 -1.2007
H 0.2396 -1.2662 -0.0557
H 0.9403 -0.5694 1.5007
C 3.2727 0.7045 1.1117
S 1.9927 0.1550 -0.0564
H 3.5738 -0.1348 1.7400
H 4.1518 0.9730 0.5108
H 2.9676 1.5304 1.7522
```

- Calculated total energy: -16681.439 eV
- Kohn-Sham gap: 7.91 eV
- Relative energy (zero: lowest compared OMol25 entry of this formula, charge and spin): 2.651 eV
- LUMO: -0.0396 hartree
- Spin multiplicity: 1

(6)
This record from OMol25 describes 2 unconnected molecules or ions with the total composition C3H10N2O in a non-equilibrium geometry. The level of theory is ωB97M-V with the def2-TZVPD basis set.

XYZ file:
```
16
Properties=species:S:1:pos:R:3
C 0.1427 -0.5044 2.9752
C -0.5957 -1.4175 1.8854
N -1.5647 -0.6488 1.1805
C -1.3007 -0.3004 -0.0185
N -0.2420 -0.8277 -0.7931
H -0.1746 0.5156 2.8627
H 1.2095 -0.4686 2.7376
H -0.1540 -0.8765 3.9417
H -1.0780 -2.1331 2.5852
H 0.1043 -2.0614 1.3626
H -1.8910 0.5075 -0.4253
H 0.6084 -1.1213 -0.3518
H -0.1638 -0.3634 -1.6811
O 1.9483 3.0349 -5.6616
H 1.1289 3.4801 -5.8796
H 2.0224 3.1850 -4.7201
```

- Calculated total energy: -8299.902 eV
- Kohn-Sham gap: 9.61 eV
- Relative energy (zero: lowest compared OMol25 entry of this formula, charge and spin): 1.602 eV
- LUMO: 0.0210 hartree
- SMILES: CC/N=C\N.O
- Spin multiplicity: 1